[1]
Molecular formula: C20H25N3O4S
Method: DFT, ωB97M-V/def2-TZVPD

Geometry as XYZ:
```
53
Properties=species:S:1:pos:R:3
C -5.46345 -1.71980 1.36614
O -4.58956 -0.88366 0.64783
C -3.36288 -1.37656 0.28772
C -2.89653 -2.64325 0.62052
C -1.63488 -3.06220 0.23716
C -0.81134 -2.23243 -0.51020
C 0.57513 -2.67926 -0.84294
O 0.88143 -3.85319 -0.95199
N 1.45562 -1.66732 -0.99206
C 2.87020 -1.89982 -1.20316
C 3.64985 -0.86892 -0.45535
C 4.09533 0.30847 -0.97117
S 4.85541 1.25839 0.24195
C 4.50683 -0.03012 1.39015
C 4.91095 0.08157 2.81015
N 3.89618 -1.02807 0.87293
C -1.29029 -0.98403 -0.88271
C -2.52979 -0.52977 -0.46554
O -2.86469 0.74033 -0.86362
C -3.38359 1.65743 0.09090
C -2.67326 1.59254 1.44827
C -1.15837 1.77330 1.29035
N -0.85523 2.57745 0.12119
C 0.13370 2.19116 -0.70853
C 0.31407 2.98258 -1.98412
O 0.86486 1.24868 -0.43722
C -1.81382 3.63059 -0.10911
C -3.17362 3.04671 -0.53177
H -6.36948 -1.13454 1.51696
H -5.04674 -1.99788 2.33979
H -5.70765 -2.62482 0.80198
H -3.51680 -3.31562 1.19163
H -1.27442 -4.03925 0.51867
H 1.19036 -0.71221 -0.78838
H 3.10087 -2.90493 -0.83846
H 3.10652 -1.84385 -2.27337
H 4.02172 0.66793 -1.97695
H 4.43158 0.94269 3.27398
H 5.98938 0.21139 2.89020
H 4.61524 -0.82220 3.33562
H -0.71133 -0.32425 -1.50720
H -4.45535 1.46385 0.23589
H -3.09548 2.38193 2.07270
H -2.87394 0.64038 1.93725
H -0.65993 0.81032 1.15727
H -0.74157 2.25283 2.18508
H 0.56872 4.01768 -1.76696
H 1.12862 2.53448 -2.54725
H -0.59267 2.95039 -2.58335
H -1.44910 4.32889 -0.85953
H -1.92502 4.17901 0.83331
H -3.97279 3.72264 -0.22939
H -3.21574 2.92413 -1.61408
```

Calculated values
HOMO-LUMO gap   8.878 eV
Calculated total energy   -1640.56912 hartree
SMILES   COc1ccc(C(=O)NCc2csc(C)n2)cc1OC1CCN(C(C)=O)CC1
2S+1   1
Highest occupied orbital energy   -8.312 eV

Atomic partial charges in e from the Mulliken method, atoms 1 to 2: atom 1 (C): -1.032, atom 2 (O): -0.304



[2]
Molecular formula: C20H25N3O5
Method: DFT, ωB97M-V/def2-TZVPD

Geometry as XYZ:
```
53
Properties=species:S:1:pos:R:3
C -4.63149 -2.72814 0.47262
H -5.25385 -3.54221 0.48107
H -4.21708 -2.32511 1.35677
H -3.75207 -3.14121 -0.16103
C -5.26578 -1.72819 -0.53077
C -4.33156 -0.54385 -0.48102
C -3.55332 -0.52335 -1.49317
C -2.50834 0.59279 -1.89424
C -2.35826 1.52858 -0.84700
C -3.07777 1.40631 0.37036
C -4.14974 0.67886 0.49896
H -4.82071 0.53486 1.25858
H -2.93973 1.98191 1.06203
C -1.16439 2.54986 -0.81756
O -0.35750 2.41793 -1.85828
O -1.22779 3.28776 0.29508
C 0.04810 3.94229 0.38995
C 1.27039 3.28184 0.18552
O 2.34073 4.01409 -0.52057
C 1.29852 1.98715 0.61077
C 2.11266 1.05720 -0.30689
N 3.04768 1.64191 -0.78686
H 3.62593 1.10290 -1.57939
H 3.09389 2.62109 -0.84989
N 1.93384 -0.11187 -0.39181
C 0.98708 -0.80230 0.60828
O 0.66136 -2.19352 0.57569
N 0.26684 0.19704 1.40057
C 0.32125 1.39101 1.58382
O -0.14948 2.04153 2.38420
C -0.76927 -0.44690 2.24105
H -1.64591 -0.94233 1.56113
H -0.31859 -1.35601 2.85706
H -1.13979 0.08827 2.95489
C 2.67052 -1.32734 -0.90447
H 3.12594 -0.61220 -1.79042
H 2.02721 -2.04671 -1.35126
C 3.83930 -1.86465 0.18031
C 4.89132 -0.81923 0.30971
H 4.36840 0.09447 0.94749
H 5.74640 -1.41255 1.07517
H 5.26263 -0.39847 -0.35578
C 4.35829 -3.07791 -0.84828
H 3.65650 -3.92821 -1.08073
H 5.14315 -3.44494 -0.37430
H 5.03770 -2.73763 -1.82453
H 3.47820 -2.39718 0.87165
H 0.10413 4.31277 1.40879
H 0.03424 5.04617 -0.45870
H -1.97774 0.68883 -2.59015
H -3.57185 -1.06985 -2.49992
H -5.59752 -1.84908 -1.41216
H -5.97269 -1.11648 0.06768
```

Calculated values
HOMO-LUMO gap   7.647 eV
Calculated total energy   -1316.88985 hartree
2S+1   1
Highest occupied orbital energy   -8.326 eV

Atomic partial charges in e from the Mulliken method, atoms 1 to 2: atom 1 (C): -1.085, atom 2 (H): 0.440



What did the second record say?
Molecular formula: C20H25N3O5
Method: DFT, ωB97M-V/def2-TZVPD

Geometry as XYZ:
```
53
Properties=species:S:1:pos:R:3
C -4.63149 -2.72814 0.47262
H -5.25385 -3.54221 0.48107
H -4.21708 -2.32511 1.35677
H -3.75207 -3.14121 -0.16103
C -5.26578 -1.72819 -0.53077
C -4.33156 -0.54385 -0.48102
C -3.55332 -0.52335 -1.49317
C -2.50834 0.59279 -1.89424
C -2.35826 1.52858 -0.84700
C -3.07777 1.40631 0.37036
C -4.14974 0.67886 0.49896
H -4.82071 0.53486 1.25858
H -2.93973 1.98191 1.06203
C -1.16439 2.54986 -0.81756
O -0.35750 2.41793 -1.85828
O -1.22779 3.28776 0.29508
C 0.04810 3.94229 0.38995
C 1.27039 3.28184 0.18552
O 2.34073 4.01409 -0.52057
C 1.29852 1.98715 0.61077
C 2.11266 1.05720 -0.30689
N 3.04768 1.64191 -0.78686
H 3.62593 1.10290 -1.57939
H 3.09389 2.62109 -0.84989
N 1.93384 -0.11187 -0.39181
C 0.98708 -0.80230 0.60828
O 0.66136 -2.19352 0.57569
N 0.26684 0.19704 1.40057
C 0.32125 1.39101 1.58382
O -0.14948 2.04153 2.38420
C -0.76927 -0.44690 2.24105
H -1.64591 -0.94233 1.56113
H -0.31859 -1.35601 2.85706
H -1.13979 0.08827 2.95489
C 2.67052 -1.32734 -0.90447
H 3.12594 -0.61220 -1.79042
H 2.02721 -2.04671 -1.35126
C 3.83930 -1.86465 0.18031
C 4.89132 -0.81923 0.30971
H 4.36840 0.09447 0.94749
H 5.74640 -1.41255 1.07517
H 5.26263 -0.39847 -0.35578
C 4.35829 -3.07791 -0.84828
H 3.65650 -3.92821 -1.08073
H 5.14315 -3.44494 -0.37430
H 5.03770 -2.73763 -1.82453
H 3.47820 -2.39718 0.87165
H 0.10413 4.31277 1.40879
H 0.03424 5.04617 -0.45870
H -1.97774 0.68883 -2.59015
H -3.57185 -1.06985 -2.49992
H -5.59752 -1.84908 -1.41216
H -5.97269 -1.11648 0.06768
```

Calculated values
HOMO-LUMO gap   7.647 eV
Calculated total energy   -1316.88985 hartree
2S+1   1
Highest occupied orbital energy   -8.326 eV

Atomic partial charges in e from the Mulliken method, atoms 1 to 2: atom 1 (C): -1.085, atom 2 (H): 0.440